Density functional theory data (ωB97M-V/def2-TZVPD) for a cluster of 2 separate species, C5H12O in total in a non-equilibrium geometry.

**Charge**: 0
**E_HOMO**: -8.987 eV
**Spin multiplicity**: 1
**Gap between HOMO and LUMO**: 9.8 eV
**E**: -7426.421 eV

Each line ends with the Löwdin charge.
CARTESIAN COORDINATES (ANGSTROEM)
C 1.7407 -0.0380 -2.0632  -0.096
C 1.0844 0.0242 -0.7005  -0.139
C -0.2166 -0.1118 -0.5247  -0.370
C -0.8407 -0.2897 0.8288  -0.077
C -1.1512 -0.4155 -1.6617  -0.074
H 1.7513 0.9566 -2.4972  0.075
H 2.7663 -0.3778 -1.9226  0.068
H 1.2141 -0.7386 -2.7082  0.064
H 1.7597 0.2318 0.1120  0.097
H -0.0771 -0.2744 1.6104  0.067
H -1.4408 -1.1940 0.8755  0.082
H -1.5202 0.5097 1.1173  0.074
H -1.0412 -1.4169 -2.0683  0.086
H -0.9405 0.2334 -2.5140  0.074
H -2.1660 -0.1308 -1.3826  0.078
O -0.6419 0.9558 4.6982  -0.065
H -0.5334 1.1049 3.7449  0.022
H 0.2532 0.9712 5.0561  0.034